[1]
Entry from the Open Molecules 2025 dataset: a molecular structure, C38H33DyN11O2SbTe in a non-equilibrium geometry (the ωB97M-V functional and the def2-TZVPD basis).

The geometry in ORCA input format:
```
! wB97M-V def2-TZVPD RIJCOSX def2/J DEFGRID3
* xyz -2 6
Dy 1.014 -0.832 -1.924
C 1.954 3.398 -1.025
C 1.921 1.943 -0.783
O 0.938 1.216 -1.237
C 2.923 1.408 0.067
C 3.072 0.098 0.531
C 4.008 -0.159 1.683
N 2.487 -0.932 -0.129
N 2.639 -2.161 0.368
C 2.287 -3.140 -0.489
O 1.877 -2.929 -1.691
C 2.466 -4.520 -0.066
C 1.988 -5.606 -0.779
C 2.344 -6.888 -0.452
C 3.081 -7.143 0.703
C 3.510 -6.103 1.472
C 3.250 -4.780 1.111
H 1.207 3.878 -1.714
H 3.018 3.674 -1.306
H 1.892 3.945 -0.027
H 3.625 2.151 0.486
H 3.563 0.262 2.606
H 4.996 0.282 1.500
H 4.091 -1.236 1.850
H 1.392 -5.416 -1.694
H 2.055 -7.698 -1.138
H 3.264 -8.184 0.999
H 4.114 -6.279 2.396
H 3.713 -3.895 1.549
N -2.360 -2.350 -2.691
C -2.018 -2.095 -1.344
N -2.956 -2.202 -0.420
N -2.289 -1.945 0.762
N -1.046 -1.669 0.469
N -0.840 -1.649 -0.856
C -1.810 -1.534 -3.628
N -2.292 -1.334 -4.849
N -1.449 -0.469 -5.448
N -0.497 -0.155 -4.580
N -0.631 -0.868 -3.470
H -3.341 -2.630 -2.863
Te 3.015 -0.049 -4.241
C 2.733 -1.941 -5.299
C 2.435 -2.008 -6.712
C 2.485 -3.238 -7.371
C 2.942 -4.360 -6.698
C 3.183 -4.338 -5.341
C 3.071 -3.151 -4.636
H 2.017 -1.090 -7.165
H 2.181 -3.293 -8.430
H 3.046 -5.307 -7.236
H 3.521 -5.198 -4.801
H 3.242 -3.150 -3.557
C -1.361 5.327 6.850
C -2.591 5.082 6.245
C -2.685 4.123 5.245
C -1.542 3.520 4.743
C -0.339 3.709 5.405
C -0.239 4.613 6.462
Sb -1.570 2.569 2.832
C -3.498 1.546 2.779
C -3.503 0.393 3.569
C -4.580 -0.485 3.444
C -5.653 -0.194 2.613
C -5.660 0.981 1.888
C -4.609 1.855 1.957
C -2.019 3.921 1.198
C -2.287 3.392 -0.038
C -2.115 4.181 -1.152
C -1.802 5.570 -1.008
C -1.643 6.101 0.263
C -1.802 5.284 1.383
H -1.287 6.141 7.541
H -3.469 5.601 6.574
H -3.637 3.822 4.808
H 0.563 3.106 5.141
H 0.702 4.691 7.019
H -2.670 0.190 4.220
H -4.560 -1.509 3.884
H -6.521 -0.834 2.527
H -6.450 1.129 1.170
H -4.607 2.807 1.420
H -2.610 2.353 -0.143
H -2.289 3.781 -2.163
H -1.603 6.093 -1.915
H -1.293 7.132 0.376
H -1.803 5.679 2.401
*
```

Computed properties:
* <S²>: 9.3248
* E_tot: -3614.0237 a.u.
* Kohn-Sham gap (spin up / spin down): 4.990 / 4.991 eV



[2]
Entry from the Open Molecules 2025 dataset: 24 unconnected molecules or ions with the total composition C54H156O24 in a non-equilibrium geometry (the ωB97M-V functional and the def2-TZVPD basis).

The geometry in ORCA input format:
```
! wB97M-V def2-TZVPD RIJCOSX def2/J DEFGRID3
* xyz 0 1
C 4.703 -0.629 -1.889
C 5.040 0.462 -0.870
C 6.145 0.023 0.025
O 5.376 1.604 -1.611
H 3.882 -0.289 -2.508
H 4.379 -1.497 -1.304
H 5.580 -0.855 -2.465
H 4.156 0.685 -0.274
H 5.930 -0.923 0.532
H 6.363 0.732 0.830
H 7.069 -0.107 -0.547
H 5.934 2.153 -1.027
C -0.512 0.098 8.533
C -0.312 1.198 7.507
C -1.130 0.956 6.292
O -0.745 2.420 8.083
H -0.045 0.382 9.473
H -0.031 -0.848 8.298
H -1.576 -0.103 8.710
H 0.779 1.231 7.277
H -1.088 1.752 5.534
H -2.193 0.907 6.596
H -0.853 0.025 5.786
H -0.410 2.412 8.988
C 5.354 5.036 1.176
C 6.423 5.093 0.082
C 7.444 6.161 0.333
O 6.934 3.753 -0.105
H 5.705 4.753 2.184
H 4.606 4.352 0.839
H 4.917 6.027 1.280
H 5.961 5.351 -0.854
H 6.997 7.140 0.157
H 8.284 6.130 -0.393
H 7.794 6.167 1.384
H 7.714 3.641 0.470
C 1.297 -3.955 2.207
C 1.729 -4.068 0.756
C 3.074 -3.406 0.519
O 1.875 -5.447 0.396
H 0.239 -4.211 2.376
H 1.465 -2.898 2.511
H 1.858 -4.637 2.824
H 0.997 -3.585 0.072
H 3.047 -2.336 0.668
H 3.322 -3.562 -0.526
H 3.818 -3.840 1.179
H 1.002 -5.868 0.446
C -4.656 -4.276 -0.831
C -3.405 -4.130 -1.647
C -2.131 -3.831 -0.888
O -3.275 -5.347 -2.385
H -4.543 -5.082 -0.109
H -5.534 -4.500 -1.438
H -4.865 -3.357 -0.284
H -3.530 -3.365 -2.423
H -1.315 -3.617 -1.564
H -1.796 -4.656 -0.227
H -2.184 -2.958 -0.211
H -4.114 -5.538 -2.851
C 3.720 2.034 3.360
C 2.527 1.216 2.921
C 1.728 0.765 4.109
O 1.737 1.988 2.041
H 4.340 1.482 4.065
H 3.322 2.940 3.833
H 4.270 2.325 2.479
H 2.901 0.332 2.401
H 2.217 -0.027 4.661
H 0.825 0.262 3.725
H 1.440 1.576 4.751
H 1.230 1.364 1.497
C -3.007 4.368 1.049
C -3.229 3.305 2.116
C -2.049 3.175 3.053
O -4.426 3.522 2.843
H -2.178 4.068 0.419
H -2.798 5.378 1.430
H -3.910 4.420 0.429
H -3.435 2.376 1.612
H -1.842 4.127 3.516
H -1.130 2.746 2.594
H -2.306 2.529 3.868
H -4.269 4.278 3.412
C -3.912 -4.627 6.911
C -4.391 -3.283 6.364
C -3.317 -2.230 6.313
O -4.901 -3.413 5.016
H -4.699 -5.383 6.866
H -3.571 -4.593 7.925
H -3.078 -4.994 6.285
H -5.234 -2.891 6.933
H -2.933 -1.977 7.330
H -3.693 -1.300 5.831
H -2.412 -2.552 5.786
H -5.827 -3.087 4.962
C 0.515 6.751 3.261
C 0.620 5.564 2.309
C 1.360 5.889 1.027
O 1.213 4.508 3.054
H 1.502 7.203 3.325
H 0.181 6.430 4.247
H -0.166 7.490 2.816
H -0.411 5.312 2.089
H 1.085 6.886 0.670
H 1.185 5.201 0.212
H 2.441 5.896 1.217
H 1.290 3.691 2.526
C -4.230 -0.018 -1.029
C -3.828 -0.439 -2.415
C -4.993 -1.165 -3.182
O -3.480 0.724 -3.191
H -4.713 -0.790 -0.440
H -4.911 0.819 -1.025
H -3.309 0.250 -0.496
H -2.951 -1.092 -2.351
H -4.576 -1.560 -4.123
H -5.840 -0.522 -3.409
H -5.350 -2.002 -2.606
H -3.038 0.417 -4.002
C 1.747 -3.332 -3.187
C 1.195 -3.641 -4.593
C 1.056 -2.399 -5.485
O 2.190 -4.518 -5.288
H 2.719 -2.860 -3.344
H 1.882 -4.244 -2.610
H 1.045 -2.684 -2.665
H 0.256 -4.190 -4.547
H 0.247 -1.754 -5.137
H 0.800 -2.656 -6.541
H 1.973 -1.796 -5.500
H 2.229 -5.350 -4.799
C 0.627 -3.362 5.803
C 0.112 -4.446 6.696
C -0.094 -5.832 6.059
O 0.791 -4.511 7.945
H 1.564 -3.614 5.317
H 0.801 -2.420 6.329
H -0.112 -3.112 5.035
H -0.936 -4.182 6.915
H -0.520 -6.510 6.806
H 0.833 -6.353 5.787
H -0.848 -5.837 5.254
H 1.729 -4.674 7.834
C -1.948 6.465 -1.922
C -1.411 5.171 -2.514
C -2.465 4.270 -3.120
O -0.377 5.480 -3.411
H -1.212 7.148 -1.494
H -2.672 6.270 -1.159
H -2.431 7.000 -2.730
H -0.980 4.560 -1.698
H -1.908 3.408 -3.491
H -3.025 4.610 -3.963
H -3.135 3.946 -2.330
H 0.011 4.666 -3.793
C -0.709 1.497 -0.801
C -0.115 0.114 -0.597
C 1.173 -0.082 -1.416
O 0.326 -0.120 0.779
H -1.415 1.870 -0.036
H -1.288 1.515 -1.724
H 0.047 2.297 -0.876
H -0.861 -0.606 -0.927
H 1.905 0.691 -1.136
H 0.963 -0.103 -2.504
H 1.584 -1.053 -1.120
H -0.251 -0.805 1.152
C 5.670 -3.532 -4.459
C 5.752 -3.534 -5.996
C 6.307 -4.782 -6.619
O 4.526 -3.096 -6.498
H 5.027 -4.285 -3.963
H 5.210 -2.605 -4.165
H 6.636 -3.626 -3.966
H 6.487 -2.736 -6.192
H 5.590 -5.591 -6.557
H 7.224 -5.066 -6.091
H 6.552 -4.707 -7.701
H 3.773 -3.650 -6.240
C 2.563 3.744 -1.361
O 2.921 2.767 -2.365
H 1.685 4.249 -1.740
H 2.343 3.317 -0.383
H 3.362 4.455 -1.172
H 3.785 2.357 -2.342
C 4.015 0.157 -5.632
O 4.142 -0.296 -6.963
H 4.281 -0.641 -4.917
H 4.680 0.989 -5.427
H 3.000 0.470 -5.340
H 4.125 -1.275 -6.924
C -2.925 -5.312 2.709
O -3.103 -3.912 2.879
H -3.021 -5.918 3.619
H -3.598 -5.675 1.914
H -1.886 -5.439 2.360
H -3.739 -3.832 3.604
C -2.750 -0.389 2.474
O -1.884 -1.419 1.977
H -3.785 -0.739 2.507
H -2.471 -0.030 3.474
H -2.637 0.419 1.768
H -2.211 -2.274 2.268
C -2.576 -4.331 -5.152
O -2.191 -3.142 -5.817
H -3.676 -4.459 -5.212
H -2.049 -5.202 -5.521
H -2.327 -4.263 -4.099
H -1.839 -3.379 -6.683
C -2.731 0.608 -6.775
O -2.444 -0.099 -5.568
H -2.663 0.019 -7.674
H -3.760 0.994 -6.765
H -1.992 1.414 -6.828
H -2.334 -1.057 -5.669
C 0.193 2.029 -4.781
O 0.763 3.040 -3.949
H -0.673 2.461 -5.258
H 0.899 1.658 -5.503
H -0.128 1.147 -4.216
H 1.601 2.819 -3.490
C -5.828 2.918 -4.404
O -5.315 2.714 -3.074
H -5.384 3.855 -4.822
H -5.565 2.070 -5.035
H -6.896 2.987 -4.332
H -4.661 1.982 -3.076
C -6.578 3.149 -0.058
O -6.994 2.310 -1.085
H -6.337 4.173 -0.399
H -7.387 3.202 0.655
H -5.641 2.812 0.432
H -6.476 2.494 -1.911
*
```

Computed properties:
* E_tot: -3956.6404 a.u.
* Kohn-Sham gap: 9.167 eV



[3]
Entry from the Open Molecules 2025 dataset: C23H34N2O5 in the gas phase (the ωB97M-V functional and the def2-TZVPD basis).

The geometry in ORCA input format:
```
! wB97M-V def2-TZVPD RIJCOSX def2/J DEFGRID3
* xyz 0 1
C -0.076 2.023 -2.873
O -0.743 2.392 -1.693
C 0.085 3.099 -0.802
C -0.717 3.496 0.433
O -0.734 2.422 1.359
C -1.932 1.960 1.774
O -2.975 2.505 1.488
C -1.764 0.755 2.587
C -2.794 0.069 3.137
C -4.235 0.451 3.079
N -2.551 -1.094 3.823
C -1.294 -1.620 4.090
O -1.168 -2.645 4.723
N -0.268 -0.878 3.635
C -0.344 0.242 2.706
C 0.197 -0.170 1.350
C -0.622 -0.791 0.432
C -0.183 -1.160 -0.836
C -1.267 -1.778 -1.733
C -2.486 -0.833 -1.723
C -1.656 -3.141 -1.137
C -0.923 -2.021 -3.213
C 1.168 -0.934 -1.136
O 1.723 -1.283 -2.332
C 2.037 -0.324 -0.205
C 3.511 -0.103 -0.539
C 3.651 0.800 -1.773
C 4.182 -1.459 -0.798
C 4.275 0.574 0.606
C 1.522 0.059 1.020
H 0.332 2.902 -3.388
H -0.815 1.545 -3.513
H 0.743 1.326 -2.664
H 0.936 2.472 -0.495
H 0.471 4.007 -1.292
H -1.745 3.743 0.148
H -0.248 4.354 0.924
H -4.591 0.684 4.082
H -4.824 -0.382 2.696
H -4.374 1.317 2.442
H -3.327 -1.597 4.229
H 0.648 -1.281 3.766
H 0.295 1.044 3.103
H -1.645 -0.974 0.716
H -2.171 0.195 -1.881
H -3.186 -1.110 -2.508
H -3.025 -0.873 -0.781
H -1.972 -3.046 -0.102
H -0.808 -3.824 -1.165
H -2.472 -3.581 -1.706
H -1.834 -2.332 -3.725
H -0.579 -1.113 -3.708
H -0.216 -2.841 -3.349
H 1.066 -1.729 -2.874
H 3.197 0.343 -2.645
H 3.177 1.763 -1.591
H 4.704 0.972 -1.987
H 4.064 -2.106 0.069
H 3.747 -1.950 -1.661
H 5.245 -1.318 -0.982
H 3.868 1.558 0.829
H 5.314 0.703 0.310
H 4.259 -0.035 1.507
H 2.147 0.550 1.747
*
```

Computed properties:
* E_tot: -1382.5774 a.u.
* SMILES string: COCCOC(=O)C1=C(C)NC(=O)N[C@H]1c1cc(C(C)(C)C)c(O)c(C(C)(C)C)c1
* relative energy (zero: lowest compared OMol25 entry of this formula, charge and spin): 4.53 kcal/mol
* Kohn-Sham gap: 8.911 eV



Look up the E_tot of the first one. -3614.0237 a.u.



What is the E_tot in the second record? -3956.6404 a.u.



The highest E_tot belongs to which entry? C23H34N2O5



Which of these has the highest E_tot? C23H34N2O5